a.
DFT (ωB97M-V/def2-TZVPD) results for a 9-piece molecular cluster, C24H69N3O9 overall.

SMILES: COC[C@H](C)N.COC[C@H](C)N.COC[C@H](C)N.CCO.CCO.CCO.CCO.CCO.CCO
Kohn-Sham gap, eV: 9.69

Last column: Löwdin charge in e.
Element x y z (Å)
H -2.863 -1.454 5.064  0.09
C -1.658 -0.621 3.875  -0.35
H -2.095 -3.910 -1.524  0.09
H 1.167 -0.093 -2.923  0.07
H -1.162 0.343 3.763  0.11
H 3.207 0.746 -0.709  0.06
H -3.435 0.526 -0.007  0.01
H -3.288 2.372 -2.515  0.05
O -2.165 -0.656 -0.058  -0.08
H 0.058 -1.482 -2.992  0.07
C -2.079 2.255 -4.055  -0.41
C -2.990 2.998 0.452  -0.09
N -2.855 3.059 -3.114  0.03
H 1.445 0.467 5.241  0.07
O -0.614 0.174 -4.191  -0.17
H 2.447 4.271 1.820  0.07
H -1.958 2.648 0.419  0.05
H -7.215 -5.200 -0.155  0.09
C -1.464 3.034 -5.277  -0.04
H 5.506 0.616 -1.824  0.14
C -0.800 -0.761 0.148  -0.35
C 3.772 -0.181 -0.802  -0.06
H -4.309 -4.863 -2.282  0.13
H -2.200 3.753 -5.636  0.07
H 3.186 -3.332 -1.296  0.10
C 1.949 -3.508 0.558  -0.08
H 5.632 0.069 1.171  0.13
C 0.419 -0.605 -3.529  -0.10
H -0.565 3.543 -4.928  0.07
H 1.098 -4.083 0.193  0.07
C -3.867 -2.851 -1.582  -0.42
C -4.075 2.046 0.913  -0.29
H -6.065 -6.377 -0.547  0.09
O 4.259 -3.128 0.466  -0.11
H 6.832 -1.349 -0.966  0.09
C 5.301 0.033 -0.926  -0.38
O 3.071 2.289 6.165  -0.09
H 3.303 -0.643 -1.670  0.07
N -2.708 -3.383 -0.918  0.04
H 6.925 0.756 0.192  0.12
H -0.014 -1.839 3.043  0.05
H 1.024 -1.166 -4.241  0.08
C -4.826 -4.012 -1.836  -0.22
H 1.684 -2.456 0.664  0.05
H -5.583 -3.712 -2.561  0.12
H 1.377 0.901 3.606  0.06
O -5.509 -4.426 -0.679  -0.18
H 5.555 3.569 1.833  0.09
H 3.044 2.885 4.194  0.10
H -7.006 -5.464 -1.848  0.09
H -3.017 -4.053 -0.228  0.09
C -3.480 -2.070 -2.855  -0.02
H -1.566 0.936 -2.498  0.09
O -2.459 -0.587 4.988  -0.06
H -0.054 -1.716 4.782  0.07
H 1.480 2.912 5.120  0.11
H 0.758 3.550 -0.643  0.09
H -2.810 -1.243 -2.620  0.06
H -3.690 3.380 -3.583  0.07
H -1.179 -2.804 3.936  0.07
H 2.971 0.444 4.285  0.08
H -0.176 1.909 -3.037  0.12
H -2.336 -0.834 3.049  0.10
H 5.851 -1.431 -2.113  0.09
C -0.242 0.568 0.333  -0.08
H 2.375 2.667 0.981  0.06
C -0.685 -1.833 3.902  -0.07
H -3.785 1.516 1.820  0.10
H 1.852 4.934 -0.453  0.10
H 4.765 -2.628 -0.178  0.00
C -1.019 1.301 -3.367  -0.17
H -1.152 2.362 -6.077  0.07
C 2.034 0.968 4.473  -0.09
H -0.519 5.326 -0.149  0.07
O -4.232 1.052 -0.108  -0.12
C 1.820 3.552 1.294  -0.07
C 1.159 4.273 0.067  -0.26
H 2.123 -3.762 1.604  0.07
H 3.619 -0.803 0.080  0.07
H -2.913 -2.762 -3.477  0.08
H 5.547 1.976 2.540  0.08
H -2.856 1.575 -4.402  0.12
N 5.833 -1.332 -1.108  0.03
H -2.923 3.775 1.214  0.07
H 7.011 2.567 1.710  0.09
C 5.845 0.730 0.331  -0.22
H -4.291 -2.188 -0.829  0.14
C 3.216 -3.718 -0.277  -0.32
H -0.542 -1.457 0.946  0.09
H -3.300 3.529 -0.448  0.06
H -4.353 -1.771 -3.435  0.08
H 0.838 0.423 0.291  0.07
C -6.458 -5.426 -0.906  -0.12
H -0.421 0.986 1.324  0.07
H -5.033 2.553 1.027  0.11
C 5.921 2.552 1.693  -0.10
C 2.395 2.364 4.899  -0.31
H 2.506 1.849 6.804  0.07
H 3.449 -4.764 -0.476  0.10
H 1.006 3.309 1.977  0.06
H -0.503 1.307 -0.425  0.06
O 0.000 4.994 0.587  -0.11
H -0.275 -1.258 -0.668  0.10
O 5.341 2.052 0.473  -0.17
H -2.334 -1.552 -0.358  0.03

b.
DFT (ωB97M-V/def2-TZVPD) results for a 9-piece molecular cluster, C24H69N3O9 overall.

SMILES: COC[C@H](C)N.COC[C@H](C)N.COC[C@H](C)N.CC(C)O.CC(C)O.CC(C)O.CO.CO.CO
Kohn-Sham gap, eV: 9.22

Last column: Löwdin charge in e.
Element x y z (Å)
C -0.730 0.689 3.821  -0.06
H 0.878 1.329 0.560  0.06
C -2.158 -1.224 -5.150  -0.05
O 0.369 -0.212 -0.752  -0.15
H -2.547 -2.098 0.051  0.10
H 1.657 -4.324 4.310  0.09
N -1.776 -1.786 0.624  0.06
H -3.985 -3.466 2.248  0.06
C 5.285 1.235 -0.251  -0.51
N 2.844 2.451 -4.978  0.02
H 1.716 -0.370 4.658  0.07
H -1.693 -1.578 -3.101  0.13
C -4.753 -3.483 3.022  -0.06
H 1.461 0.527 -2.712  0.06
H 0.281 -3.251 4.455  0.08
C -2.440 -1.004 -3.650  -0.47
H -0.026 1.965 5.501  0.13
H -1.366 1.471 3.408  0.07
H -2.618 1.212 -3.831  0.08
H 4.851 2.974 0.355  0.04
H -5.006 -4.491 3.353  0.08
H 4.110 -0.314 0.730  0.07
H -2.256 -2.280 -5.401  0.07
O 0.771 -3.721 2.536  -0.18
C 1.764 0.248 -5.384  -0.19
H -1.082 -3.513 -1.114  0.08
H 0.860 2.053 -3.422  0.07
H 3.416 5.188 1.251  0.10
H 6.057 1.187 0.517  0.13
N -4.750 -2.716 5.342  0.03
H -2.379 0.600 -2.180  0.07
H -0.469 -2.044 2.880  0.09
O 1.220 2.077 3.834  -0.07
H -4.727 0.848 1.587  0.10
C 0.166 1.064 -0.221  -0.16
H 0.307 1.776 -1.035  0.05
C -4.132 -2.500 4.027  -0.42
C -4.300 -1.039 3.565  -0.18
O 5.024 2.543 -0.485  -0.06
H 3.223 0.595 -0.515  0.06
O -2.502 4.924 -1.034  -0.13
H 3.348 3.041 -4.332  0.07
H 0.909 0.803 -5.768  0.12
H -0.859 1.123 0.146  0.06
C 0.043 -2.561 2.068  -0.18
C 2.161 -1.344 -7.147  -0.10
C -2.137 0.439 -3.231  -0.06
H -1.142 -0.967 -5.449  0.06
H -5.734 -2.602 5.143  0.07
C 2.548 1.162 -4.390  -0.42
H 2.519 3.670 1.449  0.07
C 1.747 1.500 -3.112  -0.08
H 1.365 -0.611 -4.845  0.11
O -3.651 -0.738 2.345  -0.23
H 2.947 4.552 2.907  0.09
O 2.698 -0.266 -6.338  -0.18
H 5.156 1.060 -2.386  0.06
H 3.494 1.249 1.105  0.06
C 1.187 -3.440 3.880  -0.09
H -4.312 -0.623 -3.510  0.08
O 4.473 3.645 1.997  -0.12
C 5.713 0.569 -1.589  -0.03
C -0.991 -2.918 0.996  -0.43
H 2.380 2.032 -2.402  0.08
C 3.273 4.319 1.894  -0.16
H -2.990 0.854 1.218  0.07
C 3.945 0.673 0.297  -0.04
H -1.326 0.056 4.478  0.08
H 5.593 -0.515 -1.609  0.08
H -3.482 1.274 2.751  0.08
H 3.469 2.264 -5.749  0.07
H 3.534 0.808 -4.089  0.12
H -4.664 -3.648 5.721  0.07
C 1.173 0.222 5.396  -0.04
C -2.447 3.568 -1.504  -0.15
H -2.214 -1.501 1.488  0.04
H 0.214 -4.307 -0.009  0.08
H 2.875 -1.713 -7.884  0.08
H -1.593 3.404 -2.160  0.07
C -0.358 -3.427 -0.303  -0.04
H -5.703 -3.075 2.676  0.08
C 0.341 1.333 4.692  -0.45
H -3.982 -0.345 4.343  0.12
H -2.352 5.483 -1.800  0.07
H -2.485 2.869 -0.669  0.06
H 6.700 0.925 -1.886  0.07
H -3.084 -2.795 4.071  0.13
H 4.426 3.004 2.710  0.10
H 0.468 -0.433 5.909  0.08
H -0.367 0.158 2.941  0.07
H -3.333 3.524 -2.138  0.08
C -3.740 0.572 1.958  -0.13
O -3.759 -1.368 -3.264  -0.04
H -5.363 -0.863 3.399  0.13
H -2.840 -0.705 -5.824  0.08
H 1.814 0.676 6.151  0.08
H -0.248 -0.837 -0.364  0.01
H 0.382 -2.735 -0.704  0.07
H 1.232 -1.083 -7.653  0.08
H -1.683 -3.624 1.457  0.13
H 1.893 -2.233 -6.577  0.08
H 1.832 -2.563 3.825  0.08
H 0.684 2.691 3.328  0.08
H 0.808 -1.881 1.692  0.13
H -1.071 0.658 -3.163  0.06

How do the energies compare? Relative to the most stable structure, in hartree: a 0.0049; b 0.0000.

a.
DFT (ωB97M-V/def2-TZVPD) results for one molecule with the formula CH3N5O.

SMILES: Nn1nn[nH]c1=O
Kohn-Sham gap, eV: 10.63

Last column: natural (NBO) charge in e.
Element x y z (Å)
N 0.796 0.828 -1.480  -0.60
N -1.588 0.596 1.073  -0.02
H -1.058 -1.159 2.091  0.43
C 0.178 -0.696 0.347  0.69
H 1.728 0.892 -1.061  0.37
O 1.035 -1.563 0.218  -0.64
N -0.787 -0.520 1.330  -0.46
N -1.066 1.163 0.044  -0.01
N -0.014 0.427 -0.409  -0.14
H 0.776 0.033 -2.155  0.38

b.
DFT (ωB97M-V/def2-TZVPD) results for one molecule with the formula CH3N5O.

SMILES: N/N=c1/nn[nH]o1
Kohn-Sham gap, eV: 8.47

Last column: natural (NBO) charge in e.
Element x y z (Å)
C -0.042 -0.560 0.140  0.46
O -0.509 0.804 -0.008  -0.40
H 1.760 0.981 -0.021  0.34
N 1.213 -0.881 0.027  -0.26
N -1.926 0.584 -0.174  -0.19
N -2.134 -0.720 -0.299  0.03
N -1.177 -1.440 -0.014  -0.16
H -2.313 1.223 0.610  0.41
N 2.127 0.032 -0.315  -0.59
H 3.000 -0.024 0.053  0.36

How do the energies compare? Relative to the most stable structure, in hartree: a 0.0000; b 0.1218.